{
  "formula": "C6H14N5",
  "method": "ωB97M-V/def2-TZVPD",
  "symbols": ["H", "H", "H", "H", "H", "N", "C", "H", "C", "H", "N", "C", "N", "H", "C", "H", "H", "H", "H", "N", "C", "N", "C", "H", "H"],
  "xyz": [[2.80, -0.80, 0.39], [-0.84, 0.24, 0.73], [-2.75, 2.13, -1.48], [-3.12, 1.39, -0.06], [-1.31, -3.43, -0.91], [1.75, -2.32, 1.64], [-1.06, 1.94, -0.40], [-2.28, -2.30, -0.11], [-0.12, -2.36, 0.55], [2.62, -2.90, 1.76], [0.71, -1.36, -0.01], [1.25, 2.82, -0.87], [-0.23, 2.70, -1.10], [0.56, -4.05, 1.85], [-1.24, -2.51, -0.34], [0.36, 1.55, 0.99], [2.01, 3.23, -1.61], [1.80, 1.92, -0.54], [-0.67, 3.67, -1.40], [-0.56, 1.13, 0.58], [0.62, -3.07, 1.48], [-2.47, 1.90, -0.52], [1.81, -1.27, 0.73], [-1.06, -1.93, -1.25], [1.41, 3.67, -0.11]],
  "mulliken_charge": [0.2928, 0.2046, 0.2360, 0.2127, 0.3511, -0.1409, 0.6019, 0.2828, 0.6440, 0.3166, -0.4537, -0.8792, -0.1868, 0.4275, -1.1470, 0.2851, 0.2970, 0.2454, 0.3239, -0.3324, -0.6929, -0.4048, -0.2191, 0.3701, 0.3653],
  "homo_ev": -11.73,
  "orbital_gap_ev": 9.0,
  "de_lowest_kj_mol": 314.7,
  "total_charge": 1
}



{
  "formula": "C2BrClFIO",
  "method": "ωB97M-V/def2-TZVPD",
  "symbols": ["C", "Br", "F", "Cl", "C", "I", "O"],
  "xyz": [[-0.79, -0.38, 0.94], [0.56, -1.58, 0.89], [-1.88, -0.73, 0.29], [0.74, -0.21, -2.69], [0.79, 0.71, -1.32], [-1.04, 0.82, 2.60], [1.60, 1.36, -0.72]],
  "mulliken_spin": [0.7700, 0.0945, 0.0590, 0.1754, 0.6320, 0.0810, 0.1881],
  "homo_ev": [-8.00, -10.16],
  "multiplicity": 3,
  "orbital_gap_ev": [8.1, 9.1],
  "de_lowest_kj_mol": 115.9,
  "s2": 2.009,
  "total_charge": 0
}